ORCA calculation (the ωB97M-V functional and the def2-TZVPD basis) on a structure of composition CH57O30V in a non-equilibrium geometry.

Computed properties:
HOMO level = -0.360 Ha
E = -89078.02720 eV
HOMO-LUMO gap = 8.545 eV

Geometry as XYZ:
```
89
Properties=species:S:1:pos:R:3:mulliken_charge:R:1
O 11.15322 7.10307 22.75683 -0.539
V 12.47003 7.22229 21.90751 0.901
O 13.54086 7.97069 22.89707 -0.560
C 10.71427 9.21659 19.79367 -0.645
O 11.94343 8.92518 20.44717 0.655
H 9.98446 9.70598 20.43863 0.298
H 10.85771 9.90394 18.95995 0.218
H 10.30373 8.26474 19.45670 -0.269
O 6.93740 9.00587 15.70105 -0.635
H 7.15024 8.98988 14.76796 0.313
H 7.72189 9.35968 16.12013 0.298
O 14.19853 6.90207 20.26818 -0.321
H 14.18196 6.90367 19.31113 0.153
H 15.01134 7.35392 20.49489 0.264
O 12.56992 4.47638 18.21206 -0.692
H 12.64249 3.52804 18.10424 0.256
H 13.47339 4.79115 18.18205 0.269
O 16.01670 8.21975 17.24120 -0.610
H 15.29663 7.60951 17.08199 0.267
H 16.79524 7.66495 17.28939 0.293
O 7.65142 7.74898 18.45777 -0.535
H 7.78316 8.57465 18.92376 0.263
H 7.04045 7.96570 17.75352 0.254
O 13.18551 7.59485 17.65385 -0.262
H 12.61693 7.97924 18.32108 -0.036
H 12.61012 7.01781 17.15167 0.222
O 11.32171 5.78267 16.26903 -0.613
H 10.95998 5.29602 15.52838 0.258
H 11.81513 5.13063 16.76663 0.298
O 10.13181 12.85327 18.21770 -0.583
H 10.58586 13.08619 19.02752 0.295
H 10.01932 11.90414 18.27009 0.306
O 8.64914 5.78020 20.71823 -0.629
H 8.26610 6.60594 20.42215 0.294
H 8.56763 5.80603 21.67161 0.266
O 7.26798 10.62266 19.53435 -0.454
H 6.37801 10.57452 19.88346 0.212
H 7.45776 11.55978 19.48937 0.256
O 13.94717 10.91078 20.15126 -0.634
H 13.27171 10.25733 20.33282 0.243
H 14.04021 10.90146 19.19863 0.183
O 14.32855 11.81513 22.68187 -0.682
H 13.52859 11.54797 23.13456 0.350
H 14.11039 11.75256 21.75197 0.337
O 9.84173 13.44072 15.27073 -0.632
H 9.77933 13.22126 16.20034 0.349
H 10.78179 13.46119 15.09155 0.304
O 9.37915 11.90766 24.15218 -0.653
H 8.87265 12.16197 23.38081 0.219
H 9.12538 12.53951 24.82494 0.308
O 9.80582 14.50876 22.84946 -0.555
H 9.14343 15.08422 22.46694 0.320
H 10.15852 14.02088 22.10527 0.366
O 11.56597 10.92187 22.59585 -0.528
H 11.59859 10.16360 22.01259 0.174
H 10.66073 10.94738 22.90590 0.377
O 14.33096 10.90691 16.80111 -0.549
H 14.67882 10.08033 17.13576 0.241
H 13.87002 10.66555 15.99767 0.281
O 11.28122 5.80005 20.51165 -0.361
H 10.32797 5.87704 20.55173 0.352
H 11.45247 5.37382 19.67187 0.212
O 11.29284 13.01015 20.90545 -0.652
H 11.56793 12.17445 21.28250 0.289
H 12.08062 13.55350 20.92576 0.306
O 9.98446 8.26814 16.49871 -0.268
H 10.48718 7.47607 16.30861 0.178
H 9.59133 8.10296 17.35568 0.285
O 13.36663 5.08993 22.36193 -0.372
H 12.76917 4.36990 22.56404 0.286
H 14.05010 4.69075 21.82364 0.272
O 9.33071 10.04665 14.33146 -0.623
H 9.73327 9.71748 15.13509 0.274
H 10.06900 10.32748 13.79082 0.276
O 13.38373 13.76050 17.24882 -0.634
H 14.29340 13.75424 16.95100 0.309
H 13.18694 12.84311 17.43831 0.323
O 15.80085 9.18584 21.96328 -0.681
H 15.17625 9.91032 21.92795 0.370
H 15.52732 8.66994 22.72174 0.315
O 7.65416 8.54417 24.97693 -0.609
H 8.05810 8.97148 25.73222 0.308
H 7.46881 9.25876 24.36763 0.302
O 7.26886 12.61905 22.01402 -0.544
H 7.39734 13.13321 21.21693 0.274
H 6.57987 11.99417 21.78809 0.256
O 7.72043 4.08595 18.57529 -0.609
H 8.30170 4.79805 18.84224 0.315
H 8.14430 3.29367 18.90522 0.299
```

=====

ORCA calculation (the ωB97M-V functional and the def2-TZVPD basis) on a cluster of 2 separate species, C3H9IO3Si in total in a non-equilibrium geometry.

Computed properties:
HOMO level (alpha / beta) = -0.263 / -0.263 Ha
E = -25377.86695 eV
HOMO-LUMO gap (alpha / beta) = 5.184 / 5.184 eV

Geometry as XYZ:
```
17
Properties=species:S:1:pos:R:3:mulliken_charge:R:1
C 0.93023 2.91390 -0.49900 -0.481
C -1.98749 -0.41176 -0.40463 -0.493
C 1.30078 -2.24612 0.94585 -0.477
O 1.31360 1.73640 0.13713 -0.277
O -0.94600 0.54085 -0.36271 -0.308
O 1.50896 -0.92403 0.43803 -0.239
Si 0.56710 0.34249 0.30563 0.718
I -2.14342 -2.17291 3.02937 -0.695
H -0.11628 3.11690 -0.33098 0.284
H 1.10884 2.72432 -1.63393 0.241
H 1.61711 3.64611 -0.13166 0.235
H -2.78197 -0.15236 0.30800 0.250
H -1.58283 -1.42984 -0.26839 0.226
H -2.43039 -0.43518 -1.35196 0.255
H 0.60560 -2.73995 0.39063 0.304
H 0.76764 -2.21360 1.93251 0.199
H 2.26902 -2.71867 0.96363 0.259
```

=====

ORCA calculation (the ωB97M-V functional and the def2-TZVPD basis) on the ion C3H6N3S with charge +1 in a non-equilibrium geometry.

Computed properties:
net charge = +1
relative energy (zero: lowest compared OMol25 entry of this formula, charge and spin) = 38.6 kcal/mol
HOMO level (alpha / beta) = -0.330 / -0.486 Ha
expectation value of S² = 2.0228
E = -18500.96073 eV
spin multiplicity = 3
HOMO-LUMO gap (alpha / beta) = 5.356 / 6.548 eV

Geometry as XYZ:
```
13
Properties=species:S:1:pos:R:3:mulliken_spin:R:1
C -0.90828 -1.15569 0.22525 0.359
C -3.09881 0.34102 0.32491 0.272
C 0.78508 0.36436 -0.17604 0.030
N -1.90160 0.25752 0.41589 0.368
N 0.27664 -0.92946 -0.06362 0.074
N 2.27772 0.25918 -0.22041 0.011
S -4.57045 0.48969 -0.04483 0.933
H -1.60471 -1.98949 0.43316 -0.033
H 0.22314 0.88734 -1.02263 -0.005
H 0.52996 0.82916 0.83225 -0.001
H 2.75876 1.01278 0.30545 -0.006
H 2.76278 0.35341 -1.16760 0.000
H 2.46978 -0.71982 0.15823 -0.003
```

=====

ORCA calculation (the ωB97M-V functional and the def2-TZVPD basis) on the ion C4H6NS2 with charge +1 in a non-equilibrium geometry.

Computed properties:
net charge = +1
relative energy (zero: lowest compared OMol25 entry of this formula, charge and spin) = 0.0 kcal/mol
HOMO level = -0.508 Ha
E = -27397.68529 eV
HOMO-LUMO gap = 9.051 eV

Geometry as XYZ:
```
13
Properties=species:S:1:pos:R:3:mulliken_charge:R:1
C -0.94488 1.43533 0.06376 -0.374
C -2.26840 1.52934 0.04262 -0.178
C -1.52986 -0.63270 0.67393 0.089
C 1.19363 -1.59165 -0.54481 -0.781
N -0.44090 0.21637 0.41624 -0.004
S -3.00383 0.00466 0.54467 0.045
S 1.19827 -0.23388 0.65673 0.114
H -0.28889 2.24953 -0.23511 0.398
H -2.99332 2.31390 0.00348 0.437
H -1.22595 -1.67364 0.87970 0.342
H 2.14589 -2.18367 -0.15679 0.314
H 1.45732 -1.15094 -1.55176 0.291
H 0.38717 -2.32607 -0.36330 0.307
```

=====

ORCA calculation (the ωB97M-V functional and the def2-TZVPD basis) on an isolated molecule of C3H5N3OS in a non-equilibrium geometry.

Computed properties:
relative energy (zero: lowest compared OMol25 entry of this formula, charge and spin) = 128.4 kcal/mol
HOMO level = -0.288 Ha
E = -20540.08979 eV
HOMO-LUMO gap = 8.127 eV

Geometry as XYZ:
```
13
Properties=species:S:1:pos:R:3:mulliken_charge:R:1
C 1.24148 0.66899 0.42237 -0.140
C 0.12613 -1.06161 -1.18215 0.445
C -1.93208 0.12566 -0.25755 -0.793
N -1.05314 -1.65187 0.92120 -0.668
N -1.04069 -1.02727 -0.06857 0.613
N 2.25454 1.15280 1.14790 -0.294
O 0.02213 -1.71064 -2.16294 -0.429
S 1.69683 -0.34950 -0.79985 -0.118
H -1.33688 1.03111 -0.19250 0.337
H -2.62260 -0.08647 -1.21080 0.274
H -2.59208 0.01558 0.71106 0.300
H 1.94857 1.85229 1.73978 0.261
H 3.28780 1.04093 0.93206 0.214
```

=====

ORCA calculation (the ωB97M-V functional and the def2-TZVPD basis) on the ion C4H3O2S with charge -1 in a non-equilibrium geometry.

Computed properties:
net charge = -1
SMILES string = [O-]/C(O)=C/C=C=S
relative energy (zero: lowest compared OMol25 entry of this formula, charge and spin) = 20.4 kcal/mol
HOMO level = -0.106 Ha
E = -19126.28645 eV
HOMO-LUMO gap = 6.316 eV

Geometry as XYZ:
```
10
Properties=species:S:1:pos:R:3:mulliken_charge:R:1
O -1.84810 1.68163 -0.63996 -0.719
C -1.11115 0.86527 -0.08786 0.489
O -1.00901 0.91806 1.30831 -0.508
C -0.44319 -0.18848 -0.71211 -0.277
C 0.47977 -1.11452 0.00014 -0.951
C 1.64633 -0.53618 0.06087 0.462
S 2.88236 0.46127 -0.02905 -0.452
H -0.39698 0.21644 1.57212 0.358
H -0.42248 -0.19023 -1.79231 0.314
H 0.22245 -2.11326 0.31985 0.282
```

=====

Q: Number 2 is which compound?
A: C3H9IO3Si

=====

What did the second record say?
ORCA calculation (the ωB97M-V functional and the def2-TZVPD basis) on a cluster of 2 separate species, C3H9IO3Si in total in a non-equilibrium geometry.

Computed properties:
HOMO level (alpha / beta) = -0.263 / -0.263 Ha
E = -25377.86695 eV
HOMO-LUMO gap (alpha / beta) = 5.184 / 5.184 eV

Geometry as XYZ:
```
17
Properties=species:S:1:pos:R:3:mulliken_charge:R:1
C 0.93023 2.91390 -0.49900 -0.481
C -1.98749 -0.41176 -0.40463 -0.493
C 1.30078 -2.24612 0.94585 -0.477
O 1.31360 1.73640 0.13713 -0.277
O -0.94600 0.54085 -0.36271 -0.308
O 1.50896 -0.92403 0.43803 -0.239
Si 0.56710 0.34249 0.30563 0.718
I -2.14342 -2.17291 3.02937 -0.695
H -0.11628 3.11690 -0.33098 0.284
H 1.10884 2.72432 -1.63393 0.241
H 1.61711 3.64611 -0.13166 0.235
H -2.78197 -0.15236 0.30800 0.250
H -1.58283 -1.42984 -0.26839 0.226
H -2.43039 -0.43518 -1.35196 0.255
H 0.60560 -2.73995 0.39063 0.304
H 0.76764 -2.21360 1.93251 0.199
H 2.26902 -2.71867 0.96363 0.259
```

=====

Q: The highest E belongs to which entry?
A: C3H6N3S

=====

Q: Among the records above, which one has the highest E?
A: C3H6N3S